No. 1
DFT (ωB97M-V with the def2-TZVPD basis set) results for an isolated molecule of CH3BrClN at a distorted geometry.

Atoms and positions in Å:
C1 0.67 0.74 0.35
Cl1 0.74 2.37 -0.06
H1 -0.50 0.38 -1.25
N1 -0.31 0.09 -0.36
H2 -0.97 -0.68 -0.01
H3 0.68 0.40 1.39
Br1 2.84 -0.28 -0.01

**Spin multiplicity**: 3
**Energy relative to the best compared isomer or geometry (same formula, charge and spin)**: 0.053 eV
**HOMO level (spin up / spin down)**: -0.2256 / -0.3637 Ha

Here are the natural (NBO) charges for atoms 1 to 2, given in e: C -0.1773; Cl -0.0223

=====

No. 2
DFT (ωB97M-V with the def2-TZVPD basis set) results for a structure of composition C29H38AsN3O3ReSSi2 at a distorted geometry.

Atoms and positions in Å:
H1 -0.87 2.57 -3.29
C1 0.42 -2.41 -1.90
N1 -4.02 2.62 1.83
C2 2.63 0.24 2.51
C3 -1.17 4.39 0.41
C4 2.47 -2.72 -3.31
C5 1.25 4.32 -1.64
C6 -2.02 -0.03 3.07
H2 -1.92 1.84 -2.11
H3 1.89 3.63 -2.19
C7 -2.25 -0.52 4.36
H4 2.26 -1.20 -0.28
H5 5.71 -2.07 -2.62
C8 -1.03 -2.47 3.80
N2 -2.59 1.22 2.74
H6 -2.24 3.48 -2.67
H7 3.92 1.45 -0.41
C9 4.07 -1.57 -1.36
As1 0.57 1.26 -0.12
H8 -4.43 3.33 -0.08
H9 -1.61 3.73 1.15
H10 3.47 0.34 3.18
H11 0.39 -7.03 -1.71
C10 -0.86 -6.28 -3.28
H12 -2.42 2.25 4.63
H13 3.60 3.16 -0.22
N3 -1.33 -0.73 2.13
C11 2.70 -1.62 -1.18
H14 4.29 -3.08 -4.37
H15 1.83 4.75 -0.82
H16 -1.93 -2.13 5.73
H17 -1.95 5.03 0.02
H18 -0.34 -2.53 1.80
H19 -1.32 -3.02 -4.02
H20 -0.63 -3.45 4.02
H21 4.73 2.37 0.85
C12 -3.29 1.51 1.60
H22 -5.35 4.09 1.25
O1 -1.11 -0.56 -1.88
C13 -0.08 -3.75 -2.42
C14 -0.94 -3.89 -3.50
C15 0.39 -4.90 -1.78
C16 -0.86 -1.94 2.54
C17 -0.33 -1.21 -2.64
C18 -1.75 -1.74 4.74
C19 4.64 -2.10 -2.50
Si1 -0.32 3.43 -1.02
H23 -1.16 -7.26 -3.62
H24 -1.98 -5.24 -4.78
S1 -3.20 0.74 0.10
H25 -0.46 5.03 0.92
H26 -4.22 3.95 3.49
O2 -0.11 -1.02 -3.80
C20 0.01 -6.15 -2.21
C21 3.84 -2.67 -3.48
C22 -4.94 3.16 0.87
H27 0.99 5.13 -2.31
H28 -2.86 0.06 5.04
H29 0.81 3.18 3.01
H30 1.79 4.25 2.01
C23 1.89 -2.23 -2.14
O3 0.12 -2.31 -0.50
H31 2.50 3.48 3.41
C24 -1.45 2.78 -2.40
H32 1.75 -0.02 3.10
Re1 -1.10 -0.38 0.12
H33 0.79 -2.83 -0.03
H34 1.08 -4.81 -0.94
C25 3.79 2.24 0.32
H35 2.85 -0.59 1.84
C26 -1.32 -5.15 -3.93
C27 1.80 3.33 2.59
C28 -3.76 3.07 3.09
H36 1.84 -3.15 -4.07
H37 4.69 -1.13 -0.60
Si2 2.35 1.85 1.51
H38 -5.75 2.46 0.70
C29 -2.88 2.21 3.67

**Spin multiplicity**: 2
**Total charge**: +2
**HOMO level (spin up / spin down)**: -0.4859 / -0.4858 Ha

Here are the Mulliken charges for atoms 1 to 2, given in e: H 0.3468; C 2.3752

=====

No. 3
DFT (ωB97M-V with the def2-TZVPD basis set) results for a cluster of 14 separate species, C2H35N2O13 in total at a distorted geometry.

Atoms and positions in Å:
O1 4.11 -1.22 2.38
H1 -0.52 3.84 -0.04
O2 1.96 -3.16 0.97
O3 1.95 2.22 0.70
H2 2.20 -0.79 3.48
N1 -0.13 0.25 1.24
O4 -1.90 2.04 1.73
H3 -0.70 1.04 -2.42
H4 -2.60 -2.18 -0.65
H5 -2.26 2.42 2.53
H6 2.10 2.83 1.46
O5 1.94 3.71 -1.54
H7 1.16 4.23 -1.67
H8 -1.20 0.40 1.32
H9 -2.31 -0.72 -2.49
H10 0.10 -0.82 -2.55
H11 2.05 2.65 -0.01
O6 -1.13 1.83 -2.26
H12 -0.86 -0.55 -0.56
H13 -1.45 3.01 -0.96
C1 0.12 -0.68 0.06
H14 0.42 -0.09 2.13
C2 1.50 -0.58 -0.46
H15 -0.98 -3.14 1.59
O7 -0.63 -0.53 -3.18
H16 0.13 1.20 0.97
H17 0.97 -1.54 3.89
H18 -0.54 -0.89 -4.05
O8 -2.39 -2.35 0.40
O9 -0.56 -3.55 2.27
H19 2.17 3.49 -2.41
H20 -0.17 -1.71 0.35
O10 -1.05 3.97 -0.71
H21 -3.13 2.10 -1.44
H22 -3.33 0.90 -0.64
H23 -1.05 2.30 -3.19
H24 1.75 0.53 -0.67
H25 2.31 -1.28 -2.11
H26 1.91 -3.66 0.27
H27 1.26 -2.50 -1.42
O11 1.24 -0.76 3.42
N2 1.59 -1.52 -1.53
H28 4.44 -1.97 1.85
O12 -3.24 1.81 -0.56
H29 -3.14 -2.02 0.91
H30 -1.11 -4.29 2.36
H31 2.06 -0.87 0.48
H32 1.74 -3.41 1.76
H33 -2.57 2.19 0.93
O13 -2.89 -0.68 -1.72
H34 -3.75 -1.01 -2.03
H35 4.40 -0.48 1.82

**Spin multiplicity**: 1
**Total charge**: +1
**Energy relative to the best compared isomer or geometry (same formula, charge and spin)**: 2.688 eV
**HOMO level**: -0.4652 Ha

Here are the natural (NBO) charges for atoms 1 to 2, given in e: O -0.9565; H 0.4481

=====

No. 4
DFT (ωB97M-V with the def2-TZVPD basis set) results for a structure of composition C4H6NO2 at a distorted geometry.

Atoms and positions in Å:
O1 4.70 0.88 0.66
O2 0.81 1.47 -0.16
C1 3.77 0.34 0.35
H1 1.21 -0.68 -4.79
H2 2.14 -0.10 -0.12
H3 -1.96 0.17 -1.06
C2 -0.99 0.30 -0.75
H4 -0.82 2.52 -0.62
H5 1.25 -0.15 -5.40
C3 0.08 -0.53 -0.37
N1 1.14 0.20 -0.01
C4 -0.42 1.51 -0.60
H6 0.19 -1.66 -0.15

**Spin multiplicity**: 1
**Total charge**: +1
**Energy relative to the best compared isomer or geometry (same formula, charge and spin)**: 2.931 eV
**HOMO level**: -0.6011 Ha

Here are the natural (NBO) charges for atoms 1 to 2, given in e: O -0.3750; O -0.1857

=====

No. 5
DFT (ωB97M-V with the def2-TZVPD basis set) results for a structure of composition C6H14LaN2O3S at a distorted geometry.

Atoms and positions in Å:
H1 0.47 4.10 1.76
H2 -1.23 -2.22 -2.97
C1 0.65 3.35 0.91
O1 -1.56 2.12 1.31
N1 0.75 -2.39 -2.08
H3 1.61 -1.84 -1.90
H4 -0.76 2.48 -0.71
N2 0.38 -2.10 0.39
C2 0.13 -2.91 -0.85
H5 1.32 3.85 0.11
C3 -1.00 0.80 1.42
O2 1.31 0.00 -0.07
C4 -0.20 -1.70 -2.99
H6 -1.72 0.18 2.12
H7 0.17 -1.74 -4.08
H8 -0.40 -0.61 -2.65
H9 -1.38 3.92 0.22
H10 1.27 2.44 1.26
O3 -0.99 0.08 0.18
La1 -1.18 1.42 4.03
S1 1.85 -2.54 1.21
H11 0.04 0.83 1.94
H12 1.41 -2.79 2.53
C5 0.26 -0.65 0.17
C6 -0.79 2.94 0.34
H13 0.60 -3.95 -0.66
H14 -1.01 -3.08 -0.94

**Spin multiplicity**: 1
**Total charge**: +3
**HOMO level**: -0.6305 Ha

Here are the natural (NBO) charges for atoms 1 to 2, given in e: H 0.2194; H 0.2346

=====

No. 6
DFT (ωB97M-V with the def2-TZVPD basis set) results for a cluster of 2 separate species, C3H9N in total at a distorted geometry.

Atoms and positions in Å:
H1 -2.98 0.44 -1.18
H2 3.54 -1.26 0.22
N1 -3.14 0.21 -0.15
C1 2.60 0.73 0.09
H3 1.98 1.21 -0.69
H4 3.25 1.46 0.70
C2 2.77 -0.59 -0.13
H5 -3.17 1.19 0.27
H6 2.12 -1.07 -0.84
C3 -1.76 -0.43 0.32
H7 -1.00 0.04 -0.44
H8 -1.82 -1.43 -0.05
H9 -1.60 -0.33 1.33

**Spin multiplicity**: 1
**Energy relative to the best compared isomer or geometry (same formula, charge and spin)**: 2.380 eV
**SMILES**: C=C.CN
**HOMO level**: -0.3466 Ha

Here are the natural (NBO) charges for atoms 1 to 2, given in e: H 0.3410; H 0.1940

=====

No. 7
DFT (ωB97M-V with the def2-TZVPD basis set) results for the ion C10H13N2 with charge +1 at a distorted geometry.

Atoms and positions in Å:
H1 -1.42 2.15 -1.84
N1 -0.62 -0.27 0.00
C1 -1.38 2.06 -0.77
H2 -3.23 -1.68 -0.44
N2 -2.79 0.19 -0.03
H3 -1.21 -2.00 -0.79
C2 0.77 -0.15 0.10
H4 -0.80 -2.14 0.94
C3 1.38 1.00 0.65
C4 1.54 -1.13 -0.54
H5 1.07 -1.88 -1.13
H6 3.71 -1.96 -0.74
C5 -2.73 -1.15 0.41
H7 0.78 1.79 0.97
C6 -1.63 0.68 -0.32
H8 -0.32 2.23 -0.46
C7 -1.27 -1.55 0.25
H9 4.54 -0.09 0.63
H10 -2.17 2.73 -0.29
C8 2.96 -1.07 -0.47
H11 -3.14 -1.52 1.40
C9 3.56 -0.01 0.25
C10 2.79 1.06 0.70
H12 3.22 1.83 1.30
H13 -3.61 0.85 0.21

**Spin multiplicity**: 1
**Total charge**: +1
**Energy relative to the best compared isomer or geometry (same formula, charge and spin)**: 1.817 eV
**SMILES**: CC1=[N+](c2ccccc2)CCN1
**HOMO level**: -0.4550 Ha

Here are the natural (NBO) charges for atoms 1 to 2, given in e: H 0.2804; N -0.3624

=====

No. 8
DFT (ωB97M-V with the def2-TZVPD basis set) results for a structure of composition C37H34As3Cl2NO16S2Tl at a distorted geometry.

Atoms and positions in Å:
H1 8.76 12.98 11.17
C1 12.61 6.93 13.51
C2 18.22 11.73 8.45
C3 18.23 13.07 13.58
H2 23.16 10.42 18.13
H3 19.19 10.42 19.03
C4 13.38 7.93 12.86
H4 18.50 7.13 14.50
C5 11.53 6.26 12.88
S1 14.59 8.63 13.84
O1 20.42 10.67 13.21
C6 17.76 13.01 8.08
O2 12.09 12.24 15.66
C7 16.12 16.35 14.93
H5 17.57 13.86 13.27
C8 19.13 11.03 15.21
H6 17.14 16.64 14.63
Tl1 14.24 11.36 12.55
C9 11.20 6.58 11.57
C10 16.60 10.89 17.66
O3 21.92 11.86 17.26
C11 11.44 7.92 9.62
H7 10.42 6.08 11.02
H8 13.60 10.42 7.66
C12 17.66 11.12 9.57
H9 16.54 14.65 8.56
H10 18.27 11.68 19.95
C13 14.72 9.46 17.65
C14 9.34 15.59 13.28
O4 11.47 10.92 13.05
O5 12.59 13.94 13.48
O6 10.24 11.09 10.90
C15 13.94 10.50 8.71
C16 12.11 8.87 8.93
H11 17.41 8.48 14.90
C17 21.12 10.92 16.70
H12 18.91 8.22 15.90
C18 11.92 7.58 10.90
H13 18.59 12.49 12.70
As1 13.43 13.39 15.30
H14 11.82 9.18 7.94
C19 19.82 11.46 16.30
H15 11.93 11.68 14.88
H16 20.07 11.70 19.94
C20 16.89 13.69 8.91
C21 23.25 11.36 17.58
H17 15.81 16.80 15.90
C22 16.70 11.76 10.42
O7 15.27 10.79 17.34
O8 15.36 13.93 12.12
C23 11.29 14.16 13.25
C24 19.64 10.22 14.04
N1 13.65 9.22 10.77
C25 13.02 8.28 11.48
H18 14.91 14.70 10.33
H19 15.02 10.27 8.69
Cl1 18.13 9.51 9.92
C26 10.60 15.28 13.77
O9 16.07 14.88 15.11
O10 21.47 9.75 16.59
C27 18.47 8.15 14.88
As2 19.11 12.69 17.78
H20 8.82 16.46 13.62
H21 14.71 9.33 18.74
O11 17.67 15.24 16.68
O12 14.57 12.23 14.42
C28 10.54 13.27 12.37
H22 23.70 12.17 18.15
O13 12.49 12.07 11.12
C29 8.69 14.82 12.31
H23 10.96 5.53 13.45
C30 19.17 11.47 19.35
O14 17.22 9.94 18.14
C31 13.22 9.51 9.53
H24 15.41 16.54 14.11
H25 19.15 13.45 14.06
H26 18.92 11.18 7.82
Cl2 18.31 13.76 6.64
S2 11.19 11.69 11.81
O15 19.20 8.93 13.93
C32 16.92 14.45 16.12
C33 17.00 12.97 16.23
H27 15.38 8.70 17.20
H28 23.83 11.20 16.64
H29 13.77 11.53 9.06
H30 7.74 15.14 11.88
H31 13.74 9.47 17.17
H32 11.07 15.87 14.56
H33 10.58 7.41 9.22
O16 16.18 11.11 11.41
C34 9.27 13.63 11.91
C35 16.39 13.13 10.10
As3 17.28 11.77 14.69
C36 17.29 12.15 17.27
H34 12.91 6.66 14.53
C37 15.51 13.98 10.91

**Spin multiplicity**: 1
**Total charge**: -1
**Energy relative to the best compared isomer or geometry (same formula, charge and spin)**: 0.000 eV
**HOMO level**: -0.1759 Ha

Here are the Mulliken charges for atoms 1 to 2, given in e: H 0.4197; C -0.8128

=====

No. 9
DFT (ωB97M-V with the def2-TZVPD basis set) results for an isolated molecule of C18H20N4O at a distorted geometry.

Atoms and positions in Å:
C1 0.71 3.80 0.83
N1 0.15 -6.68 -0.82
N2 0.87 1.56 -0.01
C2 0.45 -3.27 -0.52
H1 0.25 -0.85 0.69
H2 -0.32 6.01 2.04
H3 -0.12 6.13 -0.46
H4 0.47 1.35 0.89
C3 0.68 -0.80 -0.30
N3 0.63 -4.39 -1.24
C4 1.10 2.87 -0.30
H5 -2.03 5.66 1.80
C5 -0.85 -7.10 1.31
H6 -1.19 -5.36 2.56
C6 -0.77 5.26 -0.58
C7 -1.05 5.21 1.90
C8 1.07 0.43 -0.82
H7 -1.78 5.62 -0.74
H8 -1.56 2.66 -0.37
C9 -0.35 -7.50 0.06
H9 -1.70 2.58 1.39
C10 0.18 -5.39 -0.52
O1 1.56 3.27 -1.35
C11 1.63 0.49 -2.09
C12 -1.74 3.24 0.53
C13 1.41 -1.90 -2.31
H10 -0.45 4.72 -1.46
H11 -2.74 3.65 0.48
H12 1.42 4.64 0.83
H13 2.24 -0.61 -3.81
H14 -1.26 -7.82 2.00
H15 0.79 3.29 1.79
H16 -0.35 -8.54 -0.22
H17 1.54 -2.81 -2.87
C14 -0.14 -3.57 0.71
C15 0.85 -1.97 -1.04
C16 -0.83 -5.77 1.62
H18 -0.43 -2.95 1.53
C17 1.80 -0.67 -2.82
C18 -0.72 4.38 0.66
N4 -0.31 -4.91 0.72
H19 1.93 1.44 -2.49
H20 -1.05 4.59 2.80

**Spin multiplicity**: 1
**Energy relative to the best compared isomer or geometry (same formula, charge and spin)**: 0.000 eV
**SMILES**: CC(C)(C)CC(=O)Nc1cccc(-c2cn3cccnc3n2)c1
**HOMO level**: -0.2986 Ha

Here are the natural (NBO) charges for atoms 1 to 2, given in e: C -0.4938; N -0.3978

=====

No. 10
DFT (ωB97M-V with the def2-TZVPD basis set) results for a cluster of 2 separate species, C4H12 in total at a distorted geometry.

Atoms and positions in Å:
C1 1.84 1.24 -0.18
H1 3.09 -0.17 1.17
C2 -1.83 -1.56 -0.47
H2 -1.88 -1.94 -1.49
C3 -2.18 -0.09 -0.46
H3 -2.57 -2.11 0.12
C4 2.14 0.34 1.05
H4 -2.26 0.37 0.53
H5 2.24 1.03 1.89
H6 -0.84 -1.84 -0.10
H7 2.79 1.47 -0.68
H8 -3.13 0.12 -0.95
H9 1.51 2.18 0.24
H10 -1.40 0.46 -0.99
H11 1.16 0.86 -0.93
H12 1.32 -0.34 1.26

**Spin multiplicity**: 1
**Energy relative to the best compared isomer or geometry (same formula, charge and spin)**: 0.352 eV
**SMILES**: CC.CC
**HOMO level**: -0.4257 Ha

Here are the natural (NBO) charges for atoms 1 to 2, given in e: C -0.6133; H 0.2085

=====

No. 11
DFT (ωB97M-V with the def2-TZVPD basis set) results for a cluster of 3 separate species, C30H59NO12P3 in total at a distorted geometry.

Atoms and positions in Å:
H1 6.36 -6.32 -0.61
H2 -11.37 1.00 -2.27
H3 -1.13 -1.15 3.08
H4 8.69 -7.36 -0.26
C1 -3.68 2.43 1.56
H5 -13.50 2.37 -2.03
H6 1.64 -0.56 2.77
H7 3.59 -1.34 2.14
C2 4.51 3.28 0.11
H8 6.05 -4.90 0.39
H9 -12.32 2.74 -0.76
C3 -6.12 2.03 -2.69
H10 -2.26 4.33 0.70
C4 -6.66 2.58 -1.38
C5 -1.11 1.14 -2.42
H11 -0.72 2.31 2.52
H12 -5.98 3.35 -1.00
C6 -1.29 1.42 2.01
H13 4.77 -4.73 -1.74
P1 0.15 -2.74 1.60
C7 11.45 -2.30 0.61
H14 -8.05 6.31 0.95
C8 -1.87 -1.16 -1.36
C9 -9.22 4.54 0.53
H15 9.58 -8.34 0.92
N1 -2.63 0.99 -0.24
O1 -7.93 3.19 -1.60
H16 12.08 -3.01 0.06
O2 -9.86 3.96 -0.60
C10 6.50 -5.23 -0.55
C11 3.94 -0.97 1.09
H17 5.32 3.91 -0.48
O3 1.21 -3.16 2.94
H18 6.27 -4.97 -2.68
C12 -0.22 0.24 1.50
H19 -0.68 2.22 -2.26
H20 -0.54 3.58 0.50
O4 9.85 -5.01 0.67
H21 -6.81 1.31 -3.14
O5 7.90 -4.98 -0.56
C13 -1.68 3.43 0.18
H22 -10.00 4.89 1.21
H23 -5.16 1.55 -2.54
H24 10.36 -6.36 2.11
C14 3.68 0.65 1.01
C15 -2.25 2.00 0.82
H25 -1.85 3.53 -0.97
C16 5.85 -4.56 -1.74
H26 -6.71 1.80 -0.61
C17 1.13 0.44 2.41
H27 10.49 -1.40 -1.08
P2 8.55 -3.88 0.50
O6 -8.81 1.00 -1.55
O7 -10.19 2.68 -2.47
H28 5.70 1.13 -0.23
H29 -6.00 2.84 -3.42
H30 -0.22 0.50 -2.88
H31 -7.47 5.39 -0.45
H32 -4.36 1.49 1.74
H33 -8.92 6.36 -0.61
H34 6.04 -3.49 -1.76
C18 9.58 -7.38 0.38
H35 0.40 1.57 -0.34
C19 4.75 1.66 0.25
O8 9.54 -3.12 -0.59
H36 8.61 -6.15 1.89
C20 10.21 -1.95 -0.18
C21 -0.02 0.48 -0.11
C22 -1.45 0.40 -0.96
O9 -0.96 -4.09 1.40
H37 -11.69 2.03 -3.67
C23 9.57 -6.22 1.36
H38 0.78 1.00 3.41
C24 2.33 1.31 1.66
C25 3.15 3.94 0.79
C26 -0.93 -1.19 1.91
H39 11.18 -2.78 1.56
H40 -2.88 -1.44 -0.79
H41 2.08 -3.47 2.52
H42 -12.51 3.85 -2.11
C27 2.06 2.95 1.55
H43 -4.18 3.21 0.81
H44 -8.61 3.80 1.06
H45 12.04 -1.40 0.83
H46 3.39 -1.53 0.19
C28 -11.44 2.04 -2.60
H47 10.45 -7.33 -0.28
H48 -2.00 0.90 2.81
C29 -12.51 2.79 -1.83
H49 -1.26 -4.37 2.32
H50 9.54 -1.31 0.40
H51 -2.05 -1.22 -2.52
H52 5.10 -1.14 0.97
P3 -9.31 2.40 -1.10
H53 -1.04 -1.95 -1.11
O10 7.39 -2.87 0.35
C30 -8.37 5.72 0.08
H54 -3.42 3.03 2.54
O11 -3.53 1.54 -1.13
H55 -1.99 1.07 -3.19
H56 3.00 5.09 0.66
H57 1.10 3.47 2.00
H58 0.77 -0.26 -0.61
O12 1.04 -2.69 0.29
H59 -1.99 -1.35 1.42

**Spin multiplicity**: 2
**HOMO level**: -0.3058 Ha

Here are the Mulliken charges for atoms 1 to 2, given in e: H 0.3427; H 0.2820

=====

No. 12
DFT (ωB97M-V with the def2-TZVPD basis set) results for an isolated molecule of C7H12N2O at a distorted geometry.

Atoms and positions in Å:
H1 0.75 -2.09 0.33
C1 1.22 -0.01 0.02
N1 3.55 -0.04 0.86
C2 2.68 -0.02 -0.05
C3 -1.01 -0.63 0.35
H2 0.54 1.82 0.95
H3 0.64 1.95 -0.82
N2 -0.97 0.76 -0.14
O1 3.41 -0.53 -1.29
H4 -1.86 2.64 -0.03
C4 0.40 1.26 0.00
H5 -1.95 1.71 1.49
H6 -1.72 -1.56 -1.47
H7 -2.98 1.27 0.10
C5 0.42 -1.06 0.24
H8 -2.02 -2.51 0.01
H9 -1.29 -0.65 1.43
C6 -1.99 1.63 0.39
H10 -3.02 -1.08 -0.34
H11 2.75 -0.96 -1.86
C7 -2.00 -1.50 -0.41
H12 4.45 -0.40 0.25

**Spin multiplicity**: 1
**Energy relative to the best compared isomer or geometry (same formula, charge and spin)**: 2.233 eV
**SMILES**: [H]/N=C(\O)C1=C[C@H](C)N(C)C1
**HOMO level**: -0.3203 Ha

Here are the natural (NBO) charges for atoms 1 to 2, given in e: H 0.2230; C -0.1176

=====

Values of calculated total energy, in order: -85136.7343, -130849.5305, -32232.0568, -9819.6702, -27227.6304, -4744.7287, -13553.5170, -307093.6176, -26999.5488, -4342.1766, -85977.7324, -12479.3268, all in eV.